No. 1
40
Properties=species:S:1:pos:R:3 method="wB97M-V/def2-TZVPD" homo_lumo_gap_ha="0.179 / 0.172" lumo_ha="-0.32457 / -0.37350" charge=+1 e_tot_ev=-241637.7449 multiplicity=6 s_squared=8.76 homo_ev="-13.69 / -14.84"
Pt 1.65 2.10 -3.34
Pt -1.26 2.87 -0.70
Cu 1.79 -2.22 -2.58
As 0.77 -0.48 -5.88
F 1.12 -1.66 -4.60
F -0.65 0.16 -4.95
F 0.33 0.62 -7.20
F 2.16 -1.05 -6.82
F -0.27 -1.72 -6.67
F 1.78 0.80 -5.09
As -4.24 0.27 -1.62
F -5.58 1.47 -1.53
F -3.11 1.61 -1.43
F -2.76 -0.78 -1.84
F -5.36 -1.14 -1.65
F -4.18 0.51 -3.44
F -4.20 0.24 0.17
O 0.18 -1.35 -0.98
C 0.02 -0.11 -1.39
O -0.51 0.74 -0.66
O 0.60 0.23 -2.47
H -0.32 -1.13 -0.19
C 1.83 -0.07 2.59
C 2.79 -1.15 3.07
C 3.44 -0.82 4.40
F 4.42 -1.72 4.67
F 3.79 0.46 4.43
F 2.07 -2.28 3.07
F 3.77 -1.09 2.18
O 0.80 0.23 3.48
C -0.51 0.75 3.16
C -1.10 0.98 4.59
F -2.45 1.35 4.62
F -0.92 0.03 5.48
F -0.35 1.88 2.50
F -1.20 -0.09 2.38
H 1.31 -0.35 1.67
H 2.34 0.88 2.40
H 2.64 -0.86 5.14
H -0.66 1.89 5.00

=====

No. 2
57
Properties=species:S:1:pos:R:3 method="wB97M-V/def2-TZVPD" homo_lumo_gap_ha=0.319 lumo_ha=-0.00636 e_tot_ev=-130985.5700 homo_ev=-8.85 e_above_lowest_kcal_mol=20.21
Sr 0.84 -1.40 1.36
I 2.47 -1.08 4.42
C 4.24 -1.50 3.30
I 4.09 -3.27 2.13
H 5.06 -1.65 4.00
H 4.37 -0.68 2.61
C 1.56 -4.08 -0.95
O 0.98 -2.76 -0.88
C -0.06 -2.49 -1.71
C -0.44 -3.28 -2.77
C -1.49 -2.86 -3.60
Br -2.00 -3.96 -5.04
C -2.14 -1.68 -3.36
C -1.76 -0.88 -2.28
C -0.74 -1.29 -1.46
O -0.38 -0.55 -0.40
C -2.44 0.38 -1.98
N -2.10 1.13 -0.97
C -2.97 2.23 -1.01
C -3.04 3.33 -0.18
C -4.02 4.27 -0.45
C -4.89 4.10 -1.54
C -4.82 3.02 -2.39
C -3.83 2.10 -2.09
N -3.47 0.89 -2.69
H 2.11 -4.20 -1.88
H 0.78 -4.83 -0.83
H 2.24 -4.15 -0.11
H 0.07 -4.20 -2.98
H -2.94 -1.38 -4.02
H -0.94 0.30 -0.36
H -2.36 3.45 0.67
H -4.11 5.15 0.17
H -5.66 4.85 -1.73
H -5.49 2.90 -3.23
H -3.90 0.48 -3.50
O 0.57 -3.30 2.45
N -0.32 -3.51 1.54
C -1.55 -3.43 1.91
C -1.93 -3.12 3.26
N -2.12 -2.85 4.35
C -2.53 -3.66 0.90
N -3.31 -3.84 0.08
O 2.77 -0.32 0.99
C 2.19 0.74 1.45
O 0.98 0.81 1.88
C 2.99 1.94 1.50
C 4.28 1.93 0.99
C 5.03 3.10 1.03
C 4.50 4.26 1.57
C 3.20 4.25 2.09
C 2.45 3.09 2.05
H 4.65 1.02 0.56
H 6.05 3.11 0.64
H 5.08 5.18 1.59
H 2.77 5.15 2.51
H 1.44 3.05 2.44

=====

No. 3
15
Properties=species:S:1:pos:R:3 method="wB97M-V/def2-TZVPD" homo_lumo_gap_ha=0.390 lumo_ha=0.03493 smiles="CCCC(N)=O" e_tot_ev=-7831.1153 homo_ev=-9.67 e_above_lowest_kcal_mol=27.78
C -2.12 -0.66 -0.31
C -0.92 0.22 -0.68
C 0.01 0.77 0.42
C 1.47 -0.01 0.16
N 2.68 0.07 0.81
O 1.51 -0.71 -0.84
H -2.36 -1.30 -1.17
H -3.04 -0.12 -0.05
H -1.88 -1.32 0.53
H -0.20 -0.43 -1.20
H -1.21 0.98 -1.42
H 0.12 1.86 0.32
H -0.42 0.61 1.43
H 3.42 -0.39 0.29
H 2.94 0.43 1.71

=====

No. 4
22
Properties=species:S:1:pos:R:3 method="wB97M-V/def2-TZVPD" homo_lumo_gap_ha=0.361 lumo_ha=-0.00886 smiles="O=[N+]([O-])c1ccccc1.BrCCBr" e_tot_ev=-154109.2573 homo_ev=-10.08 e_above_lowest_kcal_mol=0.00
O -3.91 -4.31 -0.13
N -3.47 -3.64 -1.04
O -3.76 -3.77 -2.22
C -2.42 -2.68 -0.71
C -2.26 -1.60 -1.53
C -1.29 -0.67 -1.18
C -0.57 -0.82 -0.01
C -0.77 -1.91 0.81
C -1.72 -2.85 0.46
H -2.89 -1.45 -2.40
H -1.12 0.17 -1.84
H 0.26 -0.14 0.19
H -0.19 -1.97 1.72
H -1.88 -3.73 1.07
Br 4.43 3.48 -1.02
C 3.61 4.29 0.56
C 2.96 3.26 1.43
Br 1.46 2.39 0.55
H 2.90 5.02 0.20
H 4.44 4.77 1.07
H 2.54 3.70 2.33
H 3.65 2.47 1.71